# 1
13
Properties=species:S:1:pos:R:3:lowdin_charge:R:1 method="wB97M-V/def2-TZVPD" e_lumo_ha=0.0300 total_energy_ha=-1213.76156 homo_energy_ev=-10.54
F 0.556 -2.640 -0.349 -0.01
C 0.506 -1.755 0.723 -0.32
C -0.935 -1.409 1.027 -0.01
C -1.230 -0.182 0.636 -0.16
C -0.054 0.516 0.026 -1.16
Cl -0.294 0.655 -1.753 0.61
Cl 0.158 2.159 0.699 0.61
C 1.139 -0.420 0.359 -0.17
H 1.038 -2.242 1.546 0.15
H -1.592 -2.129 1.466 0.11
H -2.206 0.317 0.656 0.12
H 1.843 -0.506 -0.457 0.11
H 1.664 -0.017 1.219 0.11

=====

# 2
22
Properties=species:S:1:pos:R:3:lowdin_charge:R:1 method="wB97M-V/def2-TZVPD" e_lumo_ha=0.0267 total_energy_ha=-366.53987 homo_energy_ev=-8.24
C -1.025 1.404 -0.405 -0.11
C -0.693 0.089 0.290 -0.30
N 0.748 -0.244 0.157 -0.27
C 1.219 -1.252 1.214 -0.07
C 1.199 -0.766 -1.247 -0.06
H -0.154 1.864 -1.023 0.09
H -1.777 0.998 -1.206 0.09
H -1.561 2.226 0.098 0.06
H -1.346 -0.768 0.121 0.10
H -0.672 0.363 1.390 0.12
H 0.643 -2.178 0.872 0.10
H 0.833 -1.007 2.118 0.02
H 2.303 -1.271 1.086 0.08
H 2.090 -1.257 -1.002 0.04
H 0.493 -1.405 -1.851 0.09
H 1.277 0.113 -1.798 0.03
O -3.474 -2.682 1.498 -0.12
H -4.170 -2.360 0.889 0.03
H -3.783 -3.613 1.824 0.09
O 2.298 4.179 -1.010 -0.05
H 2.310 3.250 -1.169 0.00
H 3.241 4.316 -0.846 0.04

=====

# 3
19
Properties=species:S:1:pos:R:3:lowdin_spin:R:1 method="wB97M-V/def2-TZVPD" e_lumo_ha="-0.1219 / -0.3909" total_energy_ha=-198.46784 multiplicity=2 charge=+1 homo_energy_ev="-14.76 / -14.76"
C 0.367 -1.205 -1.585 0.29
C 1.393 -1.085 -0.500 0.22
C -1.000 -1.845 -1.327 0.13
H 0.234 -0.238 -2.045 0.00
H 0.960 -1.999 -2.180 0.16
H 0.993 -1.533 0.445 0.07
H -1.682 -0.975 -1.303 0.04
H -1.358 -2.482 -2.143 0.02
H -1.029 -2.300 -0.356 0.01
H 2.315 -1.678 -0.575 0.05
H 1.669 -0.037 -0.318 0.02
C -0.389 1.993 0.710 0.00
C -0.359 1.843 2.221 0.00
H 0.637 1.980 0.337 0.00
H -1.030 1.233 0.250 0.00
H -0.714 2.986 0.412 0.00
H -1.324 1.657 2.679 0.00
H 0.130 2.703 2.672 0.00
H 0.190 0.981 2.606 0.00

=====

# 4
86
Properties=species:S:1:pos:R:3:lowdin_charge:R:1 method="wB97M-V/def2-TZVPD" e_lumo_ha=0.0113 total_energy_ha=-1761.92062 homo_energy_ev=-9.21
N -5.318 6.471 1.444 -0.01
C -4.476 5.596 0.600 -0.16
B -4.116 4.188 1.196 -0.48
F -4.780 3.780 2.276 0.20
C -3.025 3.243 0.578 -0.06
C -1.638 3.577 1.038 -0.27
O -1.341 3.819 2.182 0.05
H -6.223 6.030 1.560 0.06
H -4.915 6.536 2.371 0.07
H -3.563 6.127 0.336 0.11
H -5.016 5.393 -0.325 0.11
H -3.222 2.191 0.784 0.12
H -3.043 3.360 -0.505 0.11
H -0.863 3.589 0.256 0.11
C 0.408 1.734 -2.282 -0.14
O -0.946 2.014 -1.914 -0.14
H 0.838 2.666 -2.641 0.08
H 0.986 1.388 -1.420 0.08
H 0.463 0.984 -3.067 0.06
H -1.338 1.195 -1.598 0.07
C 1.381 -2.315 -3.177 -0.14
O 1.835 -0.996 -3.486 -0.15
H 0.926 -2.283 -2.190 0.08
H 0.633 -2.651 -3.899 0.08
H 2.210 -3.024 -3.152 0.05
H 2.233 -1.019 -4.362 0.07
C -7.263 2.633 -1.255 -0.12
O -6.124 3.109 -0.526 -0.13
H -6.963 2.550 -2.296 0.08
H -7.582 1.653 -0.903 0.06
H -8.089 3.344 -1.181 0.08
H -6.373 3.180 0.401 0.07
C 4.488 -4.823 -1.278 -0.14
O 3.087 -5.047 -1.496 -0.13
H 4.981 -4.902 -2.245 0.08
H 4.676 -3.832 -0.863 0.05
H 4.905 -5.573 -0.607 0.06
H 2.649 -4.982 -0.644 0.07
C 4.120 -0.522 -1.319 -0.15
O 5.138 -1.432 -0.921 -0.14
H 4.235 -0.345 -2.384 0.07
H 3.129 -0.945 -1.144 0.07
H 4.204 0.432 -0.789 0.08
H 5.038 -1.594 0.026 0.04
C 4.026 -3.533 -5.463 -0.16
O 5.187 -3.028 -4.816 -0.12
H 4.295 -3.743 -6.495 0.08
H 3.677 -4.456 -4.991 0.08
H 3.217 -2.796 -5.457 0.06
H 4.973 -2.841 -3.896 0.06
C -9.128 8.089 0.947 -0.17
O -7.921 7.919 0.220 -0.13
H -9.915 8.286 0.223 0.07
H -9.394 7.190 1.512 0.07
H -9.070 8.936 1.637 0.07
H -7.210 7.739 0.847 0.03
C 3.678 -1.812 3.085 -0.13
O 4.893 -1.789 2.332 -0.15
H 2.865 -1.609 2.392 0.08
H 3.518 -2.792 3.542 0.08
H 3.674 -1.051 3.864 0.06
H 5.623 -1.963 2.935 0.06
C 0.921 0.682 5.007 -0.15
O 1.898 -0.269 5.425 -0.14
H 1.106 0.891 3.957 0.08
H -0.093 0.290 5.114 0.08
H 1.005 1.617 5.566 0.08
H 1.751 -0.461 6.355 0.07
C 7.775 -4.205 0.215 -0.13
O 7.141 -5.486 0.290 -0.14
H 7.065 -3.522 -0.247 0.07
H 8.039 -3.832 1.206 0.07
H 8.669 -4.257 -0.410 0.08
H 7.775 -6.114 0.647 0.08
C -9.018 -1.277 -1.205 -0.15
O -8.118 -0.402 -1.878 -0.14
H -9.893 -0.690 -0.938 0.08
H -9.334 -2.103 -1.848 0.08
H -8.577 -1.685 -0.292 0.08
H -7.340 -0.909 -2.125 0.08
C 5.997 -5.169 3.860 -0.14
O 6.299 -3.948 3.196 -0.15
H 6.558 -5.174 4.791 0.08
H 4.932 -5.250 4.093 0.08
H 6.297 -6.032 3.261 0.07
H 5.814 -3.939 2.362 0.06

=====

# 5
43
Properties=species:S:1:pos:R:3:lowdin_charge:R:1 method="wB97M-V/def2-TZVPD" e_lumo_ha=0.0079 total_energy_ha=-978.98065 homo_energy_ev=-8.42
C 2.407 0.345 -2.038 -0.10
C 2.445 -0.789 -3.057 -0.26
C 3.491 -1.861 -2.739 -0.22
C 3.348 -2.513 -1.364 -0.21
C 2.035 -3.272 -1.187 -0.17
C 1.852 -3.728 0.263 -0.19
O 1.894 -2.651 1.179 -0.05
C 0.906 -1.719 1.169 -0.28
C 1.181 -0.541 1.871 0.00
C 0.250 0.469 1.937 0.00
C -0.983 0.331 1.302 -0.21
O -1.821 1.430 1.429 0.07
C -3.088 1.490 1.001 -0.42
O -3.693 0.608 0.444 0.12
C -3.684 2.817 1.309 -0.10
C -2.982 3.842 1.939 0.00
C -3.635 5.038 2.181 -0.05
C -4.959 5.162 1.784 -0.14
N -5.634 4.194 1.185 0.07
C -5.014 3.054 0.954 -0.07
C -1.271 -0.835 0.611 0.01
C -0.332 -1.852 0.548 -0.01
H 1.746 1.136 -2.384 0.07
H 3.401 0.765 -1.899 0.08
H 2.038 0.000 -1.075 0.05
H 2.681 -0.373 -4.040 0.10
H 1.455 -1.241 -3.131 0.10
H 3.439 -2.636 -3.509 0.11
H 4.483 -1.406 -2.797 0.11
H 3.422 -1.749 -0.590 0.10
H 4.181 -3.206 -1.218 0.12
H 1.202 -2.625 -1.461 0.09
H 2.013 -4.150 -1.835 0.12
H 2.689 -4.364 0.565 0.13
H 0.924 -4.302 0.377 0.12
H 2.138 -0.446 2.358 0.12
H 0.463 1.379 2.475 0.12
H -1.952 3.699 2.228 0.12
H -3.128 5.858 2.666 0.10
H -5.510 6.078 1.951 0.11
H -5.587 2.279 0.464 0.12
H -2.222 -0.961 0.121 0.11
H -0.592 -2.751 0.013 0.11

=====

# 6
60
Properties=species:S:1:pos:R:3:lowdin_charge:R:1 method="wB97M-V/def2-TZVPD" e_lumo_ha=-0.0951 total_energy_ha=-1104.65333 charge=+1 homo_energy_ev=-9.33
Ba -42.103 10.617 -15.325 2.03
C -37.620 8.466 -14.594 -0.08
C -38.677 9.446 -15.035 -0.68
C -38.317 10.190 -16.319 -0.09
O -39.951 8.852 -15.129 -0.50
H -36.576 8.796 -14.635 0.07
H -37.656 7.546 -15.183 0.08
H -37.801 8.194 -13.552 0.07
H -38.851 10.220 -14.246 0.10
H -38.156 9.518 -17.166 0.08
H -37.385 10.754 -16.159 0.08
H -39.036 10.958 -16.630 0.02
C -39.969 13.448 -15.042 -0.09
O -41.228 13.031 -15.549 -0.43
C -42.202 14.072 -15.431 -0.19
C -43.641 13.603 -15.666 -0.17
N -43.712 12.406 -16.541 -0.19
C -45.067 11.814 -16.665 -0.17
C -45.679 11.324 -15.364 -0.19
O -44.702 10.518 -14.662 -0.41
C -45.066 10.240 -13.320 -0.09
H -39.956 14.006 -14.101 0.10
H -39.503 14.067 -15.818 0.11
H -39.272 12.627 -14.852 0.08
H -41.975 14.779 -16.242 0.13
H -42.114 14.674 -14.525 0.13
H -44.213 14.431 -16.094 0.14
H -44.139 13.317 -14.734 0.11
H -43.491 12.794 -17.459 0.08
H -45.143 10.884 -17.240 0.11
H -45.692 12.493 -17.254 0.14
H -46.566 10.687 -15.415 0.14
H -45.985 12.131 -14.686 0.12
H -45.672 9.342 -13.193 0.10
H -45.502 11.101 -12.812 0.10
H -44.145 9.998 -12.779 0.09
C -43.050 14.238 -19.948 -0.07
O -42.492 13.309 -19.030 -0.22
C -41.463 12.545 -19.606 -0.21
C -40.926 11.531 -18.610 -0.20
N -41.893 10.602 -18.011 -0.19
C -41.779 9.216 -18.551 -0.16
C -42.985 8.865 -19.446 -0.20
O -44.132 9.591 -19.055 -0.24
C -45.338 9.066 -19.573 -0.08
H -43.596 13.694 -20.726 0.10
H -42.259 14.834 -20.411 0.10
H -43.740 14.908 -19.441 0.09
H -40.623 13.180 -19.914 0.14
H -41.784 11.988 -20.501 0.14
H -40.526 12.168 -17.806 0.09
H -39.995 11.098 -18.975 0.13
H -42.808 10.854 -18.385 0.07
H -41.770 8.529 -17.699 0.10
H -40.922 9.049 -19.198 0.13
H -43.083 7.784 -19.551 0.14
H -42.732 9.257 -20.445 0.13
H -45.635 8.139 -19.074 0.10
H -45.205 8.807 -20.631 0.10
H -46.121 9.816 -19.510 0.09

=====

# 7
8
Properties=species:S:1:pos:R:3:lowdin_charge:R:1 method="wB97M-V/def2-TZVPD" e_lumo_ha=0.1341 total_energy_ha=-1222.93859 charge=-1 homo_energy_ev=-2.88
C -2.612 -0.753 -0.139 -0.56
C 0.105 -1.436 -0.922 -1.15
O -2.580 0.127 0.602 0.14
O -2.911 -1.615 -0.850 0.16
O -0.486 -0.195 -0.769 -0.35
Cl 1.921 -1.325 -0.858 0.30
Cl -0.213 -2.411 0.638 0.31
H -0.337 0.405 0.130 0.15

=====

# 8
16
Properties=species:S:1:pos:R:3:lowdin_charge:R:1 method="wB97M-V/def2-TZVPD" e_lumo_ha=0.0147 total_energy_ha=-1339.14674 homo_energy_ev=-9.12
C -2.838 0.092 0.159 -0.09
C -1.591 0.761 -0.308 -0.36
C -0.363 0.173 0.226 -0.47
S 1.163 1.102 -0.383 0.85
B 2.444 -0.103 -0.166 -1.48
S 2.234 -1.940 -0.194 0.67
S 4.153 0.560 0.112 0.68
H -3.600 0.770 0.419 0.06
H -3.323 -0.568 -0.499 0.06
H -2.648 -0.543 1.030 0.09
H -1.702 1.682 0.054 0.06
H -1.380 0.859 -1.407 0.13
H -0.315 0.352 1.270 0.07
H -0.226 -0.850 -0.230 0.07
H 3.451 -1.880 -0.819 -0.13
H 4.543 -0.467 0.735 -0.21

=====

What did we get for energy relative to the best compared isomer or geometry (same formula, charge and spin)? Answer: 0.0, 292.2, 50.2, 0.0, 63.3, 47.5, 238.7, 38.6 kJ/mol, in the order shown.